DFT (ωB97M-V/def2-TZVPD) results for a molecular structure, C33H74CuN6O20 at a distorted geometry.

The calculation puts the HOMO energy (spin up / spin down) at -8.483 / -8.350 eV. The multiplicity is 2. The HOMO-LUMO gap (spin up / spin down) is 8.770 / 6.944 eV. Its expectation value of S² is 0.757.

Atoms and positions in Å:
H -1.6289 -6.0455 -5.2173
H -0.7585 -5.9771 -6.7262
H -4.9020 3.7386 1.7862
H 4.7348 -0.0225 -1.4358
C 2.5501 3.2442 -4.6734
O 1.1944 -4.4653 0.2822
H -4.0798 -0.0656 3.9575
H -0.4114 -0.8936 -1.5700
O -0.5830 -1.4542 4.5063
C 4.7532 -4.5491 0.2577
H -0.5109 -1.3439 -4.5946
H 2.6977 1.3026 2.2949
C -2.7948 -0.0217 -3.9309
C -3.7089 -2.6653 1.0516
H -2.1557 -1.4540 7.9315
C 1.4726 -2.9047 -2.7660
H 3.0188 0.0922 -1.1250
N -0.2995 4.1920 -1.4407
H -1.3029 -6.0918 -0.3107
H 0.4111 4.7224 3.4737
H -1.4148 0.7749 -2.8558
Cu -3.9763 1.1627 -1.0813
H 0.8703 -2.0121 -2.9359
O -3.6076 0.1595 -3.0282
C -1.3866 -5.0129 -0.4613
H -3.5309 3.1127 3.6734
C -0.9538 -0.9026 -0.6233
C 3.9904 0.0286 -0.6403
H -0.5091 -1.6033 8.4469
H 0.8202 1.2743 -0.9941
C -2.8994 3.9223 0.9752
H 0.5650 0.0102 -3.9781
C -0.0101 6.2198 2.1833
O -0.9114 -3.6040 -3.8564
C 3.1220 0.7780 3.1532
H 0.0863 2.2296 0.3013
H -2.6564 -2.5886 0.7753
C -0.2212 4.5926 -2.7205
H 2.2806 3.1823 -6.6981
H 2.4270 -3.4629 2.4124
N 2.4564 2.6300 -5.8772
O 0.1879 -5.0895 -5.1466
O 0.3200 -3.2694 1.9965
N -1.5131 0.3461 -3.7915
H 2.0702 2.4755 -2.7685
H 7.2155 -0.9078 2.6156
H -3.4813 -1.6486 3.4195
H 0.4424 4.2606 1.7944
H 1.3493 -3.3264 -1.7688
H -0.8067 6.8538 4.1491
C -0.1892 7.2045 3.3221
C -1.2769 -2.0894 7.8396
H -0.7829 4.2412 -4.6765
H 2.4931 -2.5188 -2.8169
H 2.8121 1.3725 4.0124
O 5.1162 2.0793 3.2268
H -1.5965 -4.5247 -6.1172
H 7.3038 0.8412 2.7111
C 2.8967 2.4088 -3.4801
C 6.7722 0.0212 2.2431
H 2.5438 1.6372 -5.9876
O -0.8598 -2.2149 6.4864
H 4.5037 -5.2055 1.0893
C -0.7595 3.6324 -3.7686
H -5.0969 -1.4926 3.9751
O 1.3187 -3.8173 -3.8195
C -4.3812 -1.3383 0.9439
O 4.0207 -1.1397 0.1909
H -2.4382 -4.8055 -0.6300
C -1.0869 0.5655 -0.2130
H -3.0476 4.1173 -0.0828
H 0.8769 0.6793 0.7171
H -0.3548 0.0834 -5.4741
H -0.4224 -1.4433 0.1675
H 2.7847 -0.2469 3.2851
H -4.4986 1.8026 3.1691
O -2.0581 -0.4032 5.8564
O -4.6067 2.1834 0.6497
H -0.7268 -4.7153 -1.2725
H -0.2483 2.6999 -3.9927
H -4.2537 -0.6077 -5.4556
O 4.6525 -2.4828 -1.5089
C -3.6274 2.3880 2.8626
N 0.3536 4.9679 2.5014
H -5.1856 0.2245 1.9194
H -4.0289 -3.3014 0.2225
H 6.9918 0.0006 1.1717
H -1.9020 -1.4304 -0.7305
H -1.7097 -0.0235 3.6041
N 5.3653 -0.0589 2.5592
H 3.7127 2.9320 -2.9842
H -1.9584 3.3951 1.1501
H 1.4506 -2.0880 3.1862
C 1.5910 -2.7709 2.3526
H -1.3954 -1.3734 2.5101
H -1.4023 -3.0956 8.2259
C -0.9771 -0.7768 3.3172
O -0.2756 6.5378 1.0351
H 5.8348 -4.5517 0.1301
H -0.0688 -0.3006 2.9495
H -2.7482 0.0498 -6.0959
H 4.2299 -4.9759 -0.5962
C 4.3492 -2.2974 -0.3620
H -2.7581 -1.5592 -5.3772
H 3.1145 1.3846 -3.7797
H -0.7394 3.3255 -1.1604
O 4.3493 -3.2289 0.5776
O -4.4552 -0.8271 -0.1767
H -2.8220 4.8594 1.5310
C 0.2964 1.2163 -0.0373
H -2.7647 1.7426 2.7082
H 4.2553 0.8602 0.0051
N -4.7809 -0.6968 2.0438
C 4.6214 0.9809 3.0135
C -3.1809 -0.5529 -5.2977
C 0.0984 -4.1577 -4.2197
H -0.6153 8.1258 2.9304
O 0.0914 5.7363 -3.0017
O 2.4686 4.4555 -4.5755
H -3.8381 -3.2207 1.9760
C -1.2490 -1.2642 5.6297
C -0.3775 -0.2739 -4.4339
H -1.5315 0.6367 0.7950
H 1.9223 -2.0480 1.5900
O -1.0289 -4.3288 0.7445
H 4.8849 -0.8681 2.2022
H 0.0219 4.7791 -0.6871
O -1.8324 1.3635 -1.0940
C 0.2680 -4.0731 0.9228
C -4.3257 -0.9666 3.4047
H -1.8338 3.4624 -3.6561
C -4.0399 3.0945 1.5748
C -1.0088 -5.3980 -5.8417
H 0.7589 7.5427 3.7495

Cartesian forces (eV/Å) of the 2 atoms listed first:
H -0.1 0.2 0.0
H 0.3 0.2 0.0

Löwdin population analysis, charges in e, atoms 1 to 6:
1. H 0.10
2. H 0.10
3. H 0.13
4. H 0.10
5. C -0.62
6. O 0.14

***

DFT (ωB97M-V/def2-TZVPD) results for 8 unconnected molecules or ions with the total composition C33H74O12 at a distorted geometry.

The calculation puts the HOMO energy at -9.600 eV. As for the SMILES: CCCCOC1=C(COCCC)C(=O)OC1=O.CC(C)O.CC(C)O.CC(C)O.CC(C)O.CC(C)O.CC(C)O.CC(C)O. The HOMO-LUMO gap is 7.928 eV.

Atoms and positions in Å:
H -2.6950 2.5503 1.5905
H 2.7445 3.5394 -6.3113
H 5.2276 -1.5095 5.1492
H -2.8261 -1.5765 4.1353
H 0.0057 -0.3820 -10.1187
C 2.9321 -0.2180 -0.4533
H -1.9274 -6.9657 1.0850
H 3.0290 0.0779 -9.8546
C -2.3999 2.3976 -0.6666
H -5.5106 -0.6332 -1.9369
H -0.9896 -6.0507 -1.1616
C 6.7194 -1.4568 2.8030
H 6.8152 -1.2721 1.7276
H 0.5339 -5.6290 -0.3459
H -7.2049 0.0583 8.9943
H 4.4642 2.6115 -4.7304
H 2.3865 2.2226 -8.7650
C -3.2903 3.5497 -1.4277
H -5.1104 -0.2084 0.5564
H -3.0051 -5.1813 -0.1434
H -3.9129 -0.7279 6.8776
H 2.4783 -0.1240 0.6296
H 3.7469 7.2164 0.3020
C -5.8445 -1.4852 9.6638
O 3.5444 0.7999 -4.5364
H -5.3394 -2.4857 -1.4571
H 1.8891 1.9802 -6.2769
C 2.5482 2.6468 -5.7093
C -7.1707 -0.7452 9.7378
C -4.3815 -1.0209 0.1297
C 5.4290 -2.2025 3.1038
C -1.3812 -6.1606 1.5894
H -5.0217 -0.7849 9.8442
H 4.0276 0.7988 -7.1686
H -3.8462 -1.5441 -2.1350
C -3.5352 0.4402 4.3824
H 2.9925 0.2000 -5.0652
H 7.5917 -2.0254 3.1398
O -0.1253 1.1057 -0.8295
C 2.2578 0.8223 -1.5509
O -4.8318 -1.5800 4.5128
H -2.1895 -0.8295 6.4493
H 4.3201 -0.5898 3.1034
C 4.5790 0.0117 -0.2861
O 3.6850 4.5777 -0.0106
C 1.6990 1.7217 -9.4551
H -2.1982 -1.5566 0.5068
H -4.8289 -3.1481 10.6044
H 1.5826 4.8103 -1.6501
C 0.6803 0.4812 -1.8865
H 0.3499 0.7236 -2.9816
H 4.5202 5.6883 -1.5054
H 2.0800 6.7185 0.0455
O -2.5467 -4.4719 0.3369
O -2.4658 0.4742 1.1217
H 6.7296 -0.4771 3.2939
O -0.2871 3.1466 -3.7201
H -2.4371 -0.3790 -0.9453
C 4.6134 1.5059 -6.5706
H -5.4723 -1.1024 5.0657
H -3.2044 -2.2901 6.4906
C -3.0269 1.7791 0.7418
H -2.5503 0.8875 4.5481
H 2.9344 7.6187 -1.2287
H 1.7926 2.1861 -10.4416
H -0.3990 -6.5391 1.8888
H 0.9723 -0.1962 -7.9083
H 5.5364 0.9895 -6.2857
C -3.5400 -1.0319 4.7627
H 5.1730 -1.0195 -0.3058
H 1.1159 -0.0862 -11.4767
H -4.4807 -2.0066 0.7777
H 1.9979 2.9442 -4.8102
H -0.7404 -4.1386 1.2265
H 4.8411 0.5065 0.7668
H 2.8926 0.7264 -2.5395
H -0.3984 -4.3958 -1.2263
H 0.5720 -0.7020 -1.7693
C 1.0420 -0.4844 -10.4600
H -4.2757 0.9983 4.9663
H 5.4217 -3.1571 2.5668
O 4.3216 -1.4393 2.6319
C -1.1012 2.0713 -1.3483
H -1.9501 -5.9097 2.4910
C -5.7839 -2.6167 10.6776
O -2.3131 3.9281 -2.5023
C -2.7975 -0.5851 0.1572
C -1.2483 -4.9447 0.6862
H 5.0340 0.6647 -1.1452
C 5.2689 -2.4538 4.5947
C 3.5347 5.5409 -1.0504
O -5.6727 -2.0163 8.3524
H 2.2868 1.9441 -1.1908
H 2.9240 4.0590 -2.5037
H -8.0073 -1.4171 9.5155
H -6.3989 -2.6393 8.1836
H -7.3256 -0.3110 10.7304
H 2.8148 4.4404 0.3992
H -6.5714 -3.3549 10.4885
O -4.5032 4.0514 -1.1620
C 1.9976 0.2324 -9.5194
H 4.3300 -2.9802 4.7976
H 2.8299 -1.3319 -0.8706
H -3.8046 0.5660 3.3282
H -4.1943 1.8193 0.6721
H 4.8717 2.3643 -7.1983
H 0.6860 1.9024 -9.0782
H 6.0976 -3.0523 4.9854
C 2.5648 5.0089 -2.0934
O 1.8850 -0.3288 -8.2140
H -5.8972 -2.2386 11.6983
H 2.4397 5.7205 -2.9154
C -0.4755 -5.2769 -0.5803
C -1.1179 3.0688 -2.6462
C -3.1849 -1.2269 6.2281
C 3.0452 6.8518 -0.4559
H 1.2609 -1.5572 -10.4867
C 3.8424 1.9423 -5.3349
C -4.7915 -1.4379 -1.4322

Cartesian forces (eV/Å) of the 2 atoms listed first:
H -0.7 -1.8 -1.8
H -0.1 -0.1 0.0

Löwdin population analysis, charges in e, atoms 1 to 6:
1. H 0.16
2. H 0.09
3. H 0.08
4. H 0.14
5. H 0.08
6. C -0.23

***

DFT (ωB97M-V/def2-TZVPD) results for 12 unconnected molecules or ions with the total composition C33H75Br6N9O9 at a distorted geometry.

The calculation puts the HOMO energy (spin up / spin down) at -0.676 / -6.473 eV. The multiplicity is 2. The HOMO-LUMO gap (spin up / spin down) is 2.252 / 8.049 eV. Its expectation value of S² is 0.753. The charge is -1.

Atoms and positions in Å:
H 3.5854 1.4203 0.9196
C -1.2560 -1.1406 -0.2337
C 6.6459 -0.6659 -1.2229
H 5.0629 -1.1815 0.6520
H 2.6173 4.6677 -4.7756
C 4.6477 -0.2951 -2.6122
H -3.9045 -3.5720 1.4839
H -4.6695 2.3551 -3.3250
H -1.6472 5.6237 3.8631
C 3.2361 1.2395 1.9362
H 7.0178 0.3047 -1.5512
H -5.9001 -3.9790 -2.7721
C 0.1471 -0.8457 1.7213
H 3.1214 -4.3862 -0.7739
N 5.1475 -0.6383 -1.2762
H 3.6214 0.0641 -2.5354
Br 0.3358 0.2961 5.1420
N 0.9774 3.6160 -4.0809
C 1.4934 -6.3764 -0.1308
C -0.2434 3.6796 -4.8974
H -0.5261 -3.8393 0.7188
H -0.8935 -5.4423 3.1380
N -5.6735 -2.7288 -1.1493
C 2.2381 3.6467 -4.7316
H 4.7203 -1.1152 -3.3264
C 0.1010 1.5591 6.6208
Br -2.4340 1.1329 -3.1887
H 0.5982 -6.9322 0.1887
H 2.8059 -2.8836 -5.4243
C 0.4186 0.6977 -0.3270
N 2.3564 -0.9636 -4.8526
H -0.6691 -4.0646 -0.9259
O -3.3270 -5.4561 0.8029
O -1.9146 -2.0489 0.2848
H 1.7339 -3.3506 -1.2131
H -0.1431 0.9953 -1.2125
H 7.0536 -1.4217 -1.8942
H 1.1694 5.8079 1.0263
C 0.0306 4.1474 2.8891
C 5.2284 2.5036 2.6533
H 2.8570 1.3290 4.6287
H 2.0096 5.9029 2.6774
C -3.3544 -4.5156 1.6218
C -0.3503 2.8745 6.0294
H 1.4183 0.3994 -0.6429
H 0.6656 1.4743 0.3968
H 0.4206 3.4056 5.4711
H 7.0721 -0.7467 -0.2229
H 1.5696 -2.5482 -3.6679
H -3.6626 1.3083 -6.0032
H 5.3070 2.6797 1.5693
H -0.9062 3.7785 3.3067
O 3.6863 -1.4732 -6.5916
Br -0.9170 3.9711 7.5797
H -4.2724 -3.9233 -2.0011
H 0.3803 -1.2246 -3.9274
H -4.9763 -2.6389 -3.1120
N -0.2214 -0.4893 0.3166
H 0.1389 0.0703 2.3120
H -0.0956 3.6778 -2.4229
C 3.9031 1.4512 4.3478
C -3.8042 1.0011 1.6456
C 2.1815 0.4216 -5.1726
C -0.2764 -4.5745 -0.0462
C -4.4567 1.4928 -5.2797
N 0.0396 5.5210 2.7665
H -2.1305 -6.6052 2.5750
C 1.4362 -1.4798 -3.8378
H 1.1836 -1.1526 1.5811
Br -3.3672 2.2375 0.2014
H -4.4589 -1.1023 -1.4156
N 1.0684 -5.1198 -0.3206
H -0.9903 -5.3887 0.0785
C -5.1474 -3.3468 -2.3010
C -2.9055 -3.4931 3.8007
H -7.2785 -4.0626 -0.7393
H -1.9041 -3.0855 3.9385
C -0.8844 6.2513 3.3769
C 4.4125 -0.9925 -0.2160
H 3.0033 2.9699 -4.3514
H -3.4185 -3.7621 4.7240
C 0.9556 3.7366 -2.7451
C -3.8683 2.2522 -4.0568
H 4.3147 2.2029 5.0213
H -6.7679 -3.0978 0.6363
H 4.4652 0.5517 4.5990
H 3.2320 0.1621 2.1015
H 0.9956 1.6648 7.2345
C -1.9403 -5.7381 3.2076
C 1.1624 6.1810 2.0505
H 0.1584 3.6456 1.9299
H -2.4721 1.8924 3.0606
H 2.1915 -3.5184 0.4692
O 5.9554 3.0580 3.4856
H -0.1848 4.5470 -5.5549
O 1.9403 3.7769 -2.0048
O 3.1932 -0.9989 -0.3921
H -0.2832 2.7657 -5.4902
H 0.9948 7.2538 1.9544
H 5.2995 0.4930 -2.9892
H -0.4217 -1.6731 2.1456
Br -5.2089 -0.2784 -4.7164
Br -3.5638 0.0233 4.3170
C -5.3391 -1.4417 -0.8479
H 1.4258 0.6072 -5.9360
H -3.2901 0.0499 1.5072
H 2.1005 3.5046 -5.8035
H -0.6610 1.2001 7.3126
C -6.4106 -3.6181 -0.2523
H -5.3212 2.0671 -5.6128
H 3.1331 0.8881 -5.4273
H 0.8673 3.7324 3.4511
H -1.0947 2.7263 5.2471
C -3.4855 1.4914 3.0417
H -3.9914 2.3612 3.4608
H -1.1730 3.8280 -4.3479
C 3.0475 -1.8301 -5.6337
O 2.6814 -6.7467 -0.1554
H -1.9463 -6.0227 4.2598
H -4.8498 0.7046 1.5634
H -3.4276 3.2243 -4.2782
H -5.8021 -4.4692 0.0532
H -1.5999 -0.7325 -1.1967
O -0.8422 7.4576 3.4605
H 1.7947 0.9534 -4.3033
H -3.4623 -2.7095 3.2868
O -5.8105 -0.7509 0.0447
H 2.2037 1.5197 2.1452
N -2.8343 -4.6153 2.9044
N 4.1365 1.8208 2.9325
H 1.7925 -0.9710 -2.9421
C 2.1264 -4.0535 -0.4782

Cartesian forces (eV/Å) of the 2 atoms listed first:
H -0.3 0.3 0.1
C -1.2 0.4 -0.2

Löwdin population analysis, charges in e, atoms 1 to 6:
1. H 0.09
2. C -0.35
3. C -0.04
4. H 0.14
5. H 0.09
6. C -0.02